DFT (ωB97M-V/def2-TZVPD) results for a cluster of 2 separate species, C5H10NO in total.

Computed properties:
LUMO level (spin up / spin down) = -4.827 / -4.831 eV
M = 100.14 Da
energy relative to the best compared isomer or geometry (same formula, charge and spin) = 613.3 kJ/mol
highest occupied orbital energy (spin up / spin down) = -12.71 / -12.71 eV
orbital gap (spin up / spin down) = 7.88 / 7.88 eV
DFT total energy = -8872.2234 eV

Geometry as ORCA input:
```
! wB97M-V def2-TZVPD RIJCOSX def2/J DEFGRID3
* xyz 1 1
C -0.29209 1.56409 -0.36743
C 2.62129 -0.27238 -0.30258
C -2.60053 0.17692 0.38825
C -0.71966 -1.27859 -0.32341
C 1.44877 0.11193 0.46890
N 0.71909 1.05746 0.00848
O -1.51425 -0.21043 -0.44178
H -0.51736 2.57303 -0.74450
H 2.85925 0.12132 -1.35569
H 2.46036 -1.40295 -0.35962
H 3.52479 -0.13977 0.29730
H -2.87476 -0.63370 1.07342
H -3.46102 0.40291 -0.28876
H -2.43544 1.10373 0.91334
H -0.37186 -1.59182 -1.26189
H -0.40253 -1.47936 0.70770
H 1.55596 -0.10239 1.58827
*
```

***

DFT (ωB97M-V/def2-TZVPD) results for a cluster of 2 separate species, C3H3Br2F3 in total.

Computed properties:
LUMO level (spin up / spin down) = 0.559 / -1.930 eV
M = 255.86 Da
energy relative to the best compared isomer or geometry (same formula, charge and spin) = 0.0 kJ/mol
highest occupied orbital energy (spin up / spin down) = -7.95 / -10.42 eV
orbital gap (spin up / spin down) = 8.51 / 8.49 eV
⟨S²⟩ = 2.008
DFT total energy = -151392.3823 eV

Geometry as ORCA input:
```
! wB97M-V def2-TZVPD RIJCOSX def2/J DEFGRID3
* xyz 0 3
C -0.18172 -1.82437 0.54521
C -0.44448 1.30386 -0.64667
C 0.47343 0.77106 0.43240
F -0.55142 0.34158 -1.60444
F -0.07064 2.43754 -1.31970
F 0.15177 1.38343 1.61102
Br 0.94436 -2.40107 -0.75121
Br 2.32599 0.59069 0.10433
H -1.21494 -1.90820 0.25316
H 0.03617 -2.19327 1.63858
H -1.46853 1.49876 -0.26269
*
```

***

DFT (ωB97M-V/def2-TZVPD) results for a structure of composition C23H26ClIN3O16P.

Computed properties:
LUMO level = -1.772 eV
M = 793.80 Da
energy relative to the best compared isomer or geometry (same formula, charge and spin) = 196.0 kJ/mol
highest occupied orbital energy = -9.39 eV
orbital gap = 7.62 eV
DFT total energy = -91413.0779 eV

Geometry as ORCA input:
```
! wB97M-V def2-TZVPD RIJCOSX def2/J DEFGRID3
* xyz 0 1
C -4.95507 1.85536 -0.26501
C -3.40642 1.65551 -0.18043
C -2.83520 0.76432 -1.35737
I -2.82577 -1.29548 -0.58905
O -1.48019 1.19844 -1.54977
P -0.82547 0.69829 -2.99544
O 0.22946 -0.34488 -2.68606
O -1.96820 -0.01055 -4.01807
Cl -1.28940 -1.24986 -4.93495
O -0.14640 2.08154 -3.65415
C 0.50170 1.79810 -4.91177
C -0.35559 2.43772 -6.08638
N -1.52042 1.62932 -6.46759
N 0.48513 2.63931 -7.28353
N -0.88731 3.71610 -5.54408
H -5.47144 0.95337 0.13622
H -5.29152 2.12820 -1.28945
H -5.20949 2.73270 0.38012
H -3.05744 1.25074 0.79068
H -2.92555 2.65615 -0.32941
H -3.47659 0.82800 -2.25867
H 0.73476 0.72527 -5.07011
H 1.45965 2.37941 -4.89623
H -1.76281 1.79780 -7.44313
H -2.29149 1.96154 -5.89050
H 0.35067 1.85342 -7.92283
H 1.47744 2.57514 -7.00993
H -1.54403 4.09265 -6.23095
H -0.14131 4.41197 -5.49439
C -1.98603 -1.48253 3.44822
C -1.63772 -2.46318 4.28584
C -1.57694 -2.24544 5.75922
O -1.27363 -3.17680 6.47734
C -1.88368 -0.90962 6.27245
C -2.22831 0.07101 5.43524
C -2.31626 -0.15394 3.96226
O -2.65288 0.76675 3.24015
O -2.51409 1.31029 5.87869
O -1.32480 -3.69512 3.84216
H -2.03579 -1.62862 2.37734
H -1.81892 -0.76020 7.34133
H -2.73230 1.82561 5.08222
H -1.10805 -4.21820 4.63995
C 4.62124 6.40618 -4.42996
C 5.79913 5.78685 -4.32062
C 6.07255 4.49829 -5.02183
O 7.16481 3.97887 -4.90951
C 4.99573 3.90879 -5.82061
C 3.81872 4.52748 -5.92609
C 3.55461 5.82823 -5.24710
O 2.47064 6.36182 -5.38783
O 2.80578 4.00806 -6.65306
O 6.79675 6.29491 -3.57388
H 4.41188 7.34078 -3.92844
H 5.19900 2.96635 -6.31032
H 2.07260 4.64626 -6.56848
H 7.53321 5.66418 -3.66170
C 0.53691 -7.67055 6.35664
C 0.88579 -8.65070 7.19318
C 0.94679 -8.43411 8.66904
O 1.25163 -9.36149 9.39412
C 0.63718 -7.09874 9.18087
C 0.29116 -6.11742 8.34352
C 0.20541 -6.34218 6.87269
O -0.13059 -5.41922 6.15824
O 0.00136 -4.87881 8.78538
O 1.19867 -9.88185 6.74730
H 0.48736 -7.81524 5.28623
H 0.70085 -6.94935 10.24963
H -0.22236 -4.35799 7.98804
H 1.41091 -10.39907 7.54441
*
```

***

Number 1: F_max 4.7 eV/A. Number 2: F_max 3.8 eV/A. Number 3: F_max 4.9 eV/A.